No. 1
C2H4ClPS2 | ωB97M-V/def2-TZVPD

Values from the calculation:
HOMO energy: -8.931 eV
Total charge: 0
Kohn-Sham gap: 0.3028 Eh
SMILES: S=CCP(S)Cl
Multiplicity: 1
ΔE to the lowest compared entry with this formula, charge and spin: 96.0 kJ/mol

```
10
Properties=species:S:1:pos:R:3:forces:R:3
S -1.91707 -1.14894 -0.45704 2.01 0.04 -0.62
C -0.32355 -0.97369 -0.84321 -2.01 0.26 2.58
C 0.76090 -0.47136 0.02521 -0.49 0.49 0.19
P 0.91964 1.39545 -0.08215 -0.15 0.66 -0.68
S 1.23541 1.83917 1.91026 0.88 0.31 0.75
Cl -1.05131 2.08769 -0.11318 0.06 -0.27 -0.42
H 0.14426 -1.16214 -1.73268 0.03 -0.83 -3.03
H 0.64393 -0.74223 1.03094 -0.56 -0.28 1.60
H 1.70103 -0.91121 -0.26938 0.52 0.22 -0.40
H 1.86042 3.03208 1.67556 -0.28 -0.60 0.02
```
Positions in Å, forces in eV/Å.

Mulliken atomic charges, in units of e: -0.134, -0.323, -0.617, 0.274, -0.239, -0.185, 0.314, 0.376, 0.360, 0.174


No. 2
C2H4CuO3 | ωB97M-V/def2-TZVPD

Values from the calculation:
HOMO energy: -15.362 eV
Total charge: +1
Kohn-Sham gap: 0.3267 Eh
Multiplicity: 1
ΔE to the lowest compared entry with this formula, charge and spin: 156.7 kJ/mol

```
10
Properties=species:S:1:pos:R:3:forces:R:3
O 1.38400 1.16769 -0.19874 2.13 0.25 -0.65
C 0.72060 0.27197 0.45727 0.86 -1.93 -0.37
Cu 1.98897 -2.43149 -0.68613 -0.36 0.87 0.96
O -0.50990 0.36712 0.84807 0.70 0.94 0.25
O 1.40530 -0.74129 0.68087 0.01 -2.59 0.12
H 2.31810 0.63300 -0.24978 -2.81 2.39 0.00
C -1.59969 0.20436 -0.06316 -1.11 0.20 -0.39
H -1.84858 -0.86002 -0.11819 0.10 0.20 -0.09
H -2.43667 0.74787 0.38169 0.18 -0.20 -0.05
H -1.42213 0.64079 -1.05190 0.30 -0.13 0.23
```
Positions in Å, forces in eV/Å.

Mulliken atomic charges, in units of e: -0.405, 0.845, 0.858, -0.287, -0.690, 0.429, -0.624, 0.279, 0.237, 0.358


No. 3
C2H4EuLiO | ωB97M-V/def2-TZVPD

Values from the calculation:
<S²>: 15.7609
HOMO energy (alpha / beta): -9.376 / -9.385 eV
Total charge: +1
Kohn-Sham gap (alpha / beta): 0.1336 / 0.1396 Eh
Multiplicity: 8
ΔE to the lowest compared entry with this formula, charge and spin: 262.8 kJ/mol

```
9
Properties=species:S:1:pos:R:3:forces:R:3
C 0.03920 -0.33150 0.13093 0.16 -0.30 -1.05
H -0.51377 -1.22792 0.42682 -0.65 0.84 0.79
C 1.40592 -0.44538 0.06307 -0.13 0.61 0.05
H 1.92060 -1.19343 0.66451 -0.21 -0.05 -0.54
H 1.95402 -0.02281 -0.79240 0.07 0.16 0.35
O -0.62082 0.75613 -0.31507 1.31 -0.20 0.07
Li -2.45319 0.98116 -0.53156 -0.44 -1.41 0.25
Eu 0.97025 2.21759 0.24844 0.12 -0.34 0.26
H -2.70220 -0.73385 0.10527 -0.22 0.68 -0.18
```
Positions in Å, forces in eV/Å.

Mulliken atomic charges, in units of e: 0.329, 0.307, -1.105, 0.254, 0.364, -0.494, 0.293, 1.511, -0.460


For each record above, in turn, the calculated largest force on an atom values are 0.064, 0.072, 0.029 hartree/bohr.
For each record above, in turn, the calculated electronic energy values are -1676.51494, -1944.47777, -871.34598 hartree.